(1)
C15H35Cl3Ge2N2O3SW | wB97M-V/def2-TZVPD

XYZ file:
```
62
Properties=species:S:1:pos:R:3:forces:R:3:nbo_charge:R:1
Cl 5.01403 -0.55847 1.64738 -0.1 -0.1 0.0 -0.200
H -3.19698 1.62104 1.39210 0.0 0.0 0.0 0.229
H 0.11133 -5.19117 0.58063 0.0 0.0 0.0 0.457
H 2.86269 1.16077 2.84222 -0.1 0.0 0.0 0.240
H 0.93013 -4.10347 -2.66786 0.0 0.0 0.0 0.450
Ge -1.07683 2.44867 -0.25510 -0.1 -0.3 -0.1 1.565
H -4.62984 0.72399 0.95439 0.0 0.0 0.0 0.317
C -2.45866 -0.98507 1.60919 -0.1 0.0 -0.1 -0.670
H 0.64864 4.20247 3.37378 0.0 0.0 0.0 0.334
H -0.92118 3.21211 -4.05506 0.0 0.0 0.0 0.330
C -2.85848 -0.25863 0.35074 0.1 -0.1 0.0 0.419
C -3.63325 1.00529 0.59970 0.1 0.0 0.0 -0.703
H 2.77052 2.59738 1.76324 0.0 0.0 0.0 0.253
C 0.33634 -3.72243 -0.80230 0.2 0.0 0.0 0.430
H 1.72277 3.76409 -2.39558 0.0 0.0 0.0 0.245
O 0.35368 1.21790 1.34112 -0.1 -0.6 -0.7 -0.765
H 0.59834 2.03144 4.89656 0.0 0.1 0.0 0.324
H -1.88566 -1.88534 1.38146 0.0 0.0 0.0 0.201
H -2.75320 -1.92471 -1.01830 0.0 0.0 0.0 0.231
H -0.75711 3.49563 2.61443 0.0 0.0 0.0 0.249
C -0.82426 2.93481 -3.00046 -0.1 0.0 0.0 -0.729
H 1.13152 -6.36640 -2.62111 0.0 0.0 0.0 0.282
H -0.42513 -3.64569 1.09666 0.0 0.0 -0.1 0.428
C 2.43435 2.15015 2.69807 -0.1 -0.1 -0.2 -0.733
H 1.49095 -6.27201 -0.89498 0.0 0.0 0.0 0.238
H 2.57925 2.28192 -2.90216 0.0 0.0 0.0 0.242
H 0.70853 3.97309 1.64630 0.0 0.0 0.0 0.243
C 1.56186 -1.13267 1.39399 0.4 -0.4 -0.2 -1.216
H 1.10200 -2.11515 1.52474 0.1 0.1 0.1 0.277
C 1.68376 2.88366 -3.03586 0.0 -0.1 0.1 -0.681
C 0.42054 2.09968 -2.83024 0.1 -0.1 -0.1 0.422
H 1.68533 3.23424 -4.07186 0.0 0.0 0.0 0.292
C 0.35681 1.45479 3.99379 -0.1 -0.2 -0.2 -0.727
O 0.37959 1.72495 -1.20592 0.1 0.1 -0.2 -1.058
H 1.62658 -0.63401 2.35728 0.0 0.0 0.0 0.275
O -1.40336 0.28668 -0.29569 -0.6 0.4 0.3 -0.890
Ge 3.37307 -1.38159 0.68111 -0.2 0.2 0.2 1.530
Cl 2.73705 0.30442 -0.89223 0.2 -0.1 0.1 -0.181
H -0.56337 0.22448 -3.27950 0.0 0.0 0.0 0.227
H -3.68072 -0.52521 -1.62322 0.0 0.0 0.0 0.251
Cl 3.78427 -3.07859 -0.45699 -0.1 0.1 0.0 -0.249
H -3.79992 1.57558 -0.31834 0.0 0.0 0.0 0.245
H -1.74657 2.37858 -2.77347 0.0 0.0 0.0 0.232
H 2.83222 2.77238 3.51207 0.0 0.0 0.0 0.326
W 0.44700 0.06209 -0.02042 0.2 0.9 0.4 1.927
N 0.05227 -4.19481 0.40137 0.0 0.1 0.0 -0.750
N 0.70538 -4.51512 -1.77106 0.0 0.4 -0.1 -0.486
H -0.72884 1.41280 3.93245 0.0 0.0 0.0 0.251
H 1.23710 0.15336 -3.31527 0.0 0.0 0.0 0.236
H -1.91294 -0.34100 2.30030 0.0 0.0 0.0 0.225
C 0.35645 0.76366 -3.52045 0.0 0.1 0.0 -0.694
C -3.42327 -1.11232 -0.74379 0.0 0.0 0.0 -0.680
C 0.95995 2.20924 2.86676 0.4 0.7 1.1 0.549
S 0.14033 -2.00061 -1.22919 -0.3 -0.6 0.0 -0.004
C 0.33235 3.52531 2.56910 -0.1 -0.1 -0.3 -0.737
H 0.78050 0.46360 4.14281 0.0 0.0 0.0 0.246
H -4.34554 -1.56558 -0.37017 0.0 0.0 0.0 0.290
C 0.78079 -5.97756 -1.66977 0.0 -0.3 0.1 -0.457
H -0.20934 -6.39085 -1.46761 0.0 0.0 0.0 0.249
H -3.37622 -1.30825 2.10837 0.0 0.0 0.0 0.299
H -0.76779 3.89229 -2.46928 0.0 0.0 0.0 0.253
H 0.35018 0.94417 -4.59887 0.0 0.0 0.0 0.301
```
Positions in Å, forces in eV/Å.

Output
HOMO (eV): -21.87
LUMO energy (eV): -14.31
F_max (eV/A): 1.4
E (eV): -188467.339
HOMO-LUMO gap (eV): 7.6
Net charge: +4

(2)
C15H35ClN5O9 | wB97M-V/def2-TZVPD

XYZ file:
```
65
Properties=species:S:1:pos:R:3:forces:R:3:nbo_charge:R:1
H 2.32266 -0.26891 6.49105 -0.4 -0.4 -0.3 0.191
N 3.41829 -1.24058 4.86221 -1.2 1.1 -0.3 -0.426
C 2.53409 -1.36976 3.64980 0.7 0.3 0.2 -0.430
H 0.61093 1.76072 -2.91527 -0.3 -0.3 -0.1 0.204
H 2.79266 0.88337 5.24883 0.0 -0.5 -0.8 0.223
H -2.10241 -0.27633 -2.94662 0.1 0.0 -0.4 0.204
C 2.15362 4.70184 3.43529 -0.2 0.6 0.9 0.525
C -0.05899 3.84748 2.76467 1.0 0.4 -0.2 -0.423
H -2.03935 -4.03009 -0.25012 -0.2 -0.7 -0.1 0.202
H 2.54229 -0.46306 3.04487 0.5 0.2 0.1 0.223
C 4.54807 -1.99386 5.05875 -0.2 -1.0 -3.6 0.512
H 0.75207 -0.03853 -2.54670 -0.9 0.4 0.0 0.224
C -0.52155 -3.15189 -2.89443 -0.5 -0.8 -0.8 0.526
H -2.38978 -5.01274 -3.67644 0.8 -0.4 -0.2 0.230
C -1.05193 -4.12079 -0.70277 0.6 0.2 -0.1 -0.439
H -3.32858 -1.39027 -3.61988 0.2 0.1 -0.4 0.188
H -2.04791 -6.04106 -2.21166 -0.3 0.3 0.1 0.208
H -2.61717 -1.63485 -2.09584 -1.0 0.4 1.1 0.229
O 3.80910 0.96956 -4.03526 0.3 0.0 -0.3 -0.629
H 0.05120 -0.79414 -4.94725 -0.2 0.0 0.4 0.224
H -5.06949 0.43828 -4.11889 0.2 0.7 -0.7 0.198
H -0.48442 2.85154 2.88805 0.2 0.1 0.4 0.229
H 0.20676 -2.63845 -2.24777 0.0 0.5 -0.4 0.146
H 5.12422 -1.78729 5.97395 -0.3 0.0 0.0 0.124
H 0.97408 5.07388 5.79161 0.2 -0.6 0.0 0.235
H -0.47895 -5.01030 -0.44094 -0.5 -0.2 0.5 0.192
C -4.41180 0.24995 -1.09089 -0.7 0.7 0.2 0.537
O -1.79491 0.44677 0.82917 -1.9 -0.5 2.2 -0.907
H 1.99737 0.95885 -2.19290 0.8 0.3 -1.0 0.251
H 1.47780 -1.40558 3.91636 0.1 -0.6 0.4 0.210
O -0.16274 -0.57064 -0.31158 1.8 -0.3 -0.2 -0.914
H -0.14756 3.61508 5.50877 0.5 -0.1 0.2 0.203
C 2.93117 0.54563 -4.75870 -1.6 0.2 1.6 0.525
H -0.85831 4.57986 2.65148 -0.1 0.1 0.5 0.185
C -4.45305 1.07847 -3.48782 0.6 -1.4 1.7 -0.416
H -3.50939 1.44370 -3.89304 -0.2 -0.2 -0.6 0.201
Cl -0.39641 0.53094 0.59997 -2.2 -1.4 -0.8 2.574
O -5.12729 1.13481 -0.65610 -0.2 0.1 -0.2 -0.647
H -4.99848 1.94756 -3.11998 -0.1 -0.4 0.3 0.236
O 4.94281 -2.81376 4.17730 -0.8 1.7 2.8 -0.645
N 1.59385 0.48671 -4.35616 3.8 0.3 0.6 -0.441
H 2.84428 -2.18165 2.99199 -0.1 -0.1 0.5 0.238
N -1.14019 -4.10826 -2.17695 -0.9 -0.7 1.5 -0.429
C 0.57017 0.11064 -5.26371 -1.1 -0.2 0.6 -0.419
O -0.27065 1.78050 -0.04455 2.3 1.9 -0.8 -0.878
H 2.43016 4.49887 2.38909 -0.1 -0.1 0.1 0.127
H -0.51212 5.18028 4.90435 -0.2 0.2 0.1 0.186
H -4.05020 -0.51689 -0.38846 0.4 -0.1 -0.5 0.135
O 2.86043 5.31811 4.21065 0.9 0.1 -0.1 -0.653
C 3.05791 -0.06695 5.71211 1.5 -0.9 1.0 -0.416
C -3.00916 -0.84238 -2.73338 0.3 0.4 -1.5 -0.425
H -0.10297 0.96412 -5.18287 -0.7 -0.2 -1.0 0.186
H -3.14130 -4.50721 -2.31519 -0.4 -0.8 0.9 0.203
C -2.23274 -5.03877 -2.59812 0.5 2.2 -1.1 -0.432
O 0.39929 0.41935 1.80250 0.0 0.1 -0.4 -0.863
H 3.95830 0.15552 6.28472 0.2 0.2 0.1 0.196
N -4.06663 0.11231 -2.39636 0.4 -0.3 1.1 -0.442
H 0.40914 3.86676 1.78051 0.3 -0.3 0.1 0.227
C 0.32523 4.51559 5.11678 -0.1 0.8 -1.1 -0.421
H 0.90376 -0.16187 -6.26498 0.3 0.7 0.0 0.204
O -0.72212 -2.97506 -4.09160 0.4 0.3 0.5 -0.656
C 1.22115 0.85826 -2.95148 -0.1 -1.2 -0.6 -0.440
H 3.15456 0.14613 -5.76004 -0.4 0.0 -0.1 0.104
H -0.56298 -3.28330 -0.20513 0.5 0.4 -0.8 0.251
N 0.94416 4.26379 3.80502 -2.4 -1.2 -0.9 -0.423
```
Positions in Å, forces in eV/Å.

Output
HOMO (eV): -6.49
LUMO energy (eV): 2.53
F_max (eV/A): 3.9
Energy above the lowest of the compared OMol25 structures with the same formula, charge and spin (kJ/mol): 481.2
E (eV): -54516.244
HOMO-LUMO gap (eV): 9.0
Net charge: -1

(3)
C15H35CoF3N2O5 | wB97M-V/def2-TZVPD

XYZ file:
```
61
Properties=species:S:1:pos:R:3:forces:R:3:nbo_charge:R:1
H -1.17000 -0.61154 3.53636 0.0 0.1 0.7 0.192
C 4.25215 -0.29081 -1.36533 0.8 2.1 0.5 -0.067
H -0.14235 4.44452 -1.63723 -0.3 0.1 0.0 0.199
H 0.89073 1.63617 -1.72306 -0.3 -0.6 0.3 0.256
C 5.06818 1.00380 -1.08913 -0.7 -0.8 -0.1 -0.609
C -3.10245 1.79719 3.38909 0.0 -0.5 0.0 -0.621
H -0.47780 -3.00136 -0.63252 -0.5 0.0 -0.8 0.214
O 2.90870 0.05161 -1.69588 1.3 -1.4 -0.7 -0.557
H -3.71946 1.66047 4.27718 0.0 -0.2 0.2 0.190
O -2.08582 0.61513 1.49774 0.8 0.3 -0.3 -1.038
H -0.30877 3.39759 -3.07526 -0.4 -0.2 0.1 0.209
F 1.82787 0.05910 -4.21064 -0.7 1.5 -0.8 -0.322
H 0.50871 3.57356 0.65280 -1.0 -0.3 0.4 0.179
H 1.93340 2.84988 0.10170 0.2 0.0 -0.6 0.188
H 5.19950 1.58674 -2.00074 0.2 -0.2 0.0 0.205
Co -0.68228 0.03926 -0.03839 -0.9 0.0 -0.1 1.581
C 1.03159 1.59523 2.29635 -0.4 0.3 0.0 -0.254
C -2.80692 0.45222 2.69216 -0.4 0.6 -2.0 0.121
H 4.91568 -0.76034 -2.09153 -0.9 -0.5 -0.8 0.171
H 0.45773 0.84718 2.84335 0.6 -0.4 -0.1 0.215
F 1.57869 -2.04826 -4.19795 -2.8 -2.7 -1.3 -0.314
H -1.20739 -3.70841 0.75195 -0.1 0.1 0.6 0.181
C 2.11007 -1.06870 -2.18723 -1.8 1.8 4.4 0.306
H 1.22225 3.81186 -2.50215 0.3 -0.1 0.3 0.226
H -3.77289 0.03463 2.40823 -0.8 0.2 0.0 0.111
N -1.10818 1.81386 -1.12231 -0.1 -0.1 0.3 -0.866
C 2.25291 -1.07767 -3.71980 0.3 0.8 1.5 0.923
H -2.78187 -0.51712 4.52915 0.8 0.0 0.6 0.203
H 1.06470 -1.44510 2.19766 -0.1 0.5 -0.5 0.201
H -3.97567 -3.11415 -1.69774 -0.4 0.1 0.5 0.212
C 0.55483 -2.26806 1.69680 0.5 1.0 1.0 -0.260
C -3.14306 -3.43265 -1.07051 0.0 -1.8 -1.3 -0.634
C 0.22820 3.55072 -2.13915 0.7 0.9 0.0 -0.630
H -3.24356 -2.19653 0.61938 0.5 0.6 0.2 0.219
H -1.41131 1.98763 -2.06994 -0.9 -0.8 -0.1 0.387
H -3.32639 -0.71539 -0.93813 0.0 1.1 0.4 0.376
H 4.62302 1.67628 -0.35584 0.0 -0.3 0.2 0.197
H 4.37297 -0.88701 -0.46086 -0.7 -0.3 0.2 0.152
H 0.22842 -2.82184 2.57708 -0.7 -0.5 -0.4 0.187
C 0.86287 2.65908 0.17698 0.4 -1.2 -1.6 -0.063
H 2.46622 -2.00132 -1.74964 0.6 -0.3 -0.5 0.143
H 1.35176 -2.82676 1.20604 -0.4 -0.1 -0.7 0.194
H -2.60896 -1.44587 -2.04531 1.0 -0.3 -0.5 0.374
H 2.11312 1.65468 2.41832 0.1 -0.6 0.3 0.179
C -2.25924 -0.60947 3.57709 -0.3 -0.7 0.3 -0.624
F 3.46287 -1.29334 -4.26196 1.5 0.5 0.8 -0.339
C 0.21536 2.33342 -1.22728 3.1 2.1 0.2 -0.111
O 0.74841 1.43702 0.90953 -0.7 0.8 0.5 -0.584
H -3.36648 -4.40315 -0.62743 -0.5 0.3 0.7 0.223
H 0.65706 2.52615 2.72205 -0.3 0.4 -0.4 0.181
H -2.43111 -3.78394 -1.81739 0.5 0.4 -0.2 0.213
H -2.61789 -1.57361 3.21668 0.4 -0.2 -0.3 0.193
O -0.51495 -1.75931 0.88807 1.1 -0.7 1.9 -0.584
H -3.70575 2.43710 2.74515 0.4 0.1 -0.2 0.205
H 5.99327 0.55409 -0.72848 0.4 0.8 0.1 0.201
N -2.43191 -1.15794 -1.09355 -0.9 0.5 1.0 -0.842
H -1.62659 2.45187 -0.53555 -0.6 -0.1 0.4 0.391
C -1.16175 -2.77784 0.18623 -0.1 -0.8 -0.2 -0.075
O 0.83293 -0.87195 -1.49323 1.4 -0.5 -2.5 -0.998
C -2.56546 -2.34681 -0.22068 0.9 -0.9 -1.0 -0.092
H -2.17810 2.27839 3.70867 0.1 0.2 -0.2 0.189
```
Positions in Å, forces in eV/Å.

Output
HOMO (spin up / spin down) (eV): -7.55 / -7.45
LUMO energy (spin up / spin down) (eV): 0.58 / 0.58
F_max (eV/A): 5.1
⟨S²⟩: 3.756
Energy above the lowest of the compared OMol25 structures with the same formula, charge and spin (kJ/mol): 194.8
Multiplicity: 4
E (eV): -75116.562
HOMO-LUMO gap (spin up / spin down) (eV): 8.1 / 8.0
Net charge: 0

(4)
C15H35CrNO12S3 | wB97M-V/def2-TZVPD

XYZ file:
```
67
Properties=species:S:1:pos:R:3:forces:R:3:nbo_charge:R:1
C 0.51851 4.21867 1.20095 -2.0 0.4 0.7 0.536
H -3.32995 -1.09225 -3.84319 0.3 0.0 0.1 0.266
H 3.53204 0.27814 -4.14928 -0.3 0.6 -0.5 0.256
C -0.94002 -2.03418 -5.55530 -1.2 -0.6 -0.4 -0.841
C -0.02784 -3.18407 3.73873 0.0 -1.4 0.7 -0.721
H -1.75719 4.55140 3.50752 -0.1 0.2 0.1 0.213
H 2.12024 -1.40623 2.03876 -0.1 0.0 -0.2 0.252
O -0.71020 -0.73180 -3.28605 0.2 0.2 -0.5 -0.974
H -0.88044 -2.86399 -4.84684 0.9 0.5 0.4 0.272
C 3.72026 -2.99658 0.48905 -0.2 0.3 0.3 -0.797
S -1.14367 -0.42900 -4.68827 -0.9 -1.2 -0.5 1.280
H -0.66843 -4.06502 3.69186 -0.2 0.2 0.1 0.237
O -1.47639 -3.05205 -2.04892 -1.1 -0.7 -1.4 -0.746
H -0.09866 6.89946 2.78524 -0.1 -0.1 -0.3 0.204
C -2.98962 -0.44494 -4.65191 0.5 -0.2 0.2 -0.790
H 3.34877 3.10263 -1.30638 -0.2 0.2 0.4 0.239
C -1.15789 -3.70930 -1.02510 1.0 2.4 -2.1 0.988
C -1.59891 4.72764 2.44795 0.1 -0.7 -1.3 -0.425
N -0.17546 4.86963 2.16348 0.7 1.0 0.3 -0.412
H 3.01826 -3.69120 0.03306 0.3 -0.1 -0.3 0.269
C -0.77572 -1.90534 3.60729 0.6 -0.7 -1.0 0.803
H -4.66186 -1.90419 2.49372 0.2 -0.3 -0.1 0.211
O -1.93166 1.41762 0.50888 0.5 -0.6 0.3 -0.638
H 2.22679 2.08110 -0.21221 -0.5 0.5 -0.4 0.268
O 1.53182 0.17520 -2.28606 1.1 1.4 -0.6 -1.014
C 2.76342 -0.67555 1.54754 -0.2 -0.5 -0.7 -0.781
C 3.79246 1.04118 -3.41255 0.4 -0.9 0.1 -0.838
H -1.85529 -2.38899 -6.04708 -0.1 0.8 -0.2 0.245
H 3.53976 -3.01849 1.56013 0.1 0.0 0.1 0.238
O -0.31401 -3.07359 -0.32794 0.7 -0.3 1.8 -0.674
Cr -0.00378 -1.37425 -1.53029 -2.0 0.5 3.6 1.582
H 0.25655 5.69310 3.98755 0.4 0.2 0.1 0.202
O -1.53623 -4.94601 -0.80859 0.1 -0.1 1.0 -0.651
H 2.16737 0.21981 1.38986 0.2 0.1 0.0 0.258
H 4.25520 1.93094 -3.83219 -0.1 0.0 -0.2 0.249
H 0.47935 -3.21490 4.70450 0.2 0.1 -0.1 0.237
O -2.07792 -2.14598 3.35000 0.2 0.5 -0.3 -0.499
H -1.33056 1.81221 1.16730 0.1 0.2 -0.4 0.524
H -2.21995 -5.20406 -1.43948 0.0 0.2 -0.2 0.513
S 3.18875 -1.36529 -0.13203 -0.5 -0.1 1.4 1.250
H -3.36712 0.55937 -4.48337 0.1 0.1 -0.1 0.248
H -3.32175 -0.87933 -5.59102 -0.1 0.4 -0.1 0.235
H 4.77189 -3.19154 0.29862 -0.1 -0.1 -0.3 0.245
H 3.65203 -0.55939 2.16549 0.2 0.3 -0.3 0.236
H -2.15407 5.57824 2.05145 0.1 0.3 0.5 0.212
O -0.03973 3.42256 0.46118 0.9 -0.5 -0.3 -0.672
H 1.57176 4.51584 1.18585 0.2 -0.1 -0.2 0.124
C -2.78027 -0.96612 2.92681 -1.7 0.2 0.1 -0.081
C -1.31332 0.42171 -0.07468 0.7 -2.9 -2.0 0.994
H -3.48752 -1.76839 1.14752 -0.8 0.3 -0.6 0.216
C 0.42188 5.95045 2.93800 -0.4 -0.1 0.5 -0.411
O -1.83742 -0.29215 -0.97246 -2.1 0.4 -1.0 -0.667
H 0.69106 -3.35655 2.93810 0.1 0.6 0.0 0.235
O -0.14492 -0.04086 0.12533 2.1 1.3 1.5 -0.696
H -2.00090 3.89760 1.86647 0.2 -0.2 0.2 0.225
H -3.29175 -0.59174 3.81718 0.9 0.8 0.1 0.185
H -2.05470 -0.35627 2.40258 -0.1 0.6 0.6 0.192
H -4.55834 -0.36448 1.78425 0.6 0.3 -0.5 0.229
C -3.95404 -1.24508 1.98319 0.8 -1.5 0.8 -0.630
S 2.25381 1.47936 -2.60629 -0.9 -0.5 1.0 1.266
H 4.52930 0.48969 -2.82085 -0.2 0.4 0.6 0.237
O 1.84515 -1.68066 -0.72549 0.1 -0.9 -0.1 -0.976
C 2.94587 2.13224 -1.02450 0.5 -1.1 -0.9 -0.803
H 3.76401 1.46743 -0.74669 0.2 0.1 -0.1 0.218
H -0.20707 -2.00632 -6.35576 0.5 0.1 0.5 0.249
H 1.47548 6.12322 2.73071 0.0 -0.3 0.0 0.214
O -0.20729 -0.84035 3.59465 -0.6 0.2 0.2 -0.614
```
Positions in Å, forces in eV/Å.

Output
HOMO (spin up / spin down) (eV): -11.70 / -11.70
LUMO energy (spin up / spin down) (eV): -3.49 / -1.90
F_max (eV/A): 4.2
⟨S²⟩: 3.828
Energy above the lowest of the compared OMol25 structures with the same formula, charge and spin (kJ/mol): 0.0
Multiplicity: 4
E (eV): -103103.576
HOMO-LUMO gap (spin up / spin down) (eV): 8.2 / 9.8
Net charge: +1